The following is a DFT calculation (ωB97M-V/def2-TZVPD) of a molecular structure, C37H32F12N6O2V in a non-equilibrium geometry.

The geometry in XYZ format:
```
90
Properties=species:S:1:pos:R:3:forces:R:3:lowdin_charge:R:1
V 0.550 -0.563 0.155 0.341 0.727 -0.361 1.071
C -0.147 -3.885 5.538 0.004 0.012 -0.003 -0.037
C 0.164 -2.854 4.480 -0.017 0.001 0.013 -0.207
C 1.460 -2.601 4.223 -0.017 0.001 0.008 -0.033
C 2.170 -1.770 3.250 0.012 -0.022 -0.004 -0.009
C 1.603 -0.943 2.368 0.065 -0.055 0.248 -0.256
N 2.071 -0.325 1.196 -0.335 0.201 -0.323 -0.006
C 3.123 0.580 0.998 0.116 0.048 0.081 -0.167
C 4.205 0.584 1.878 -0.052 -0.091 0.006 0.017
C 5.245 1.479 1.729 0.029 0.011 -0.003 -0.010
C 5.245 2.406 0.694 0.034 -0.004 0.017 -0.238
C 6.386 3.362 0.490 -0.014 0.000 -0.001 -0.031
C 4.152 2.418 -0.162 -0.027 0.025 -0.004 0.030
C 3.084 1.535 -0.036 0.018 0.019 -0.077 -0.053
C 1.928 1.665 -1.032 0.066 0.136 0.022 -0.254
O 0.748 1.041 -0.628 -0.137 -1.064 0.435 -0.141
C 1.538 3.162 -1.303 -0.061 -0.079 0.040 -0.561
F 2.358 3.731 -2.197 0.077 -0.005 -0.066 0.171
F 0.304 3.233 -1.785 -0.064 -0.004 -0.036 0.192
F 1.590 3.879 -0.184 0.003 -0.013 0.064 0.185
C 2.318 0.989 -2.370 -0.089 -0.010 0.001 -0.539
F 3.478 1.381 -2.866 0.039 0.027 -0.004 0.206
F 1.374 1.133 -3.295 0.026 0.010 -0.032 0.196
F 2.420 -0.351 -2.123 -0.001 -0.019 -0.001 0.111
C 0.176 -0.714 2.168 -0.030 -0.062 -0.056 -0.204
C -1.123 -2.332 3.838 0.035 0.026 0.009 -0.166
C -1.831 2.322 1.851 0.051 -0.066 0.077 -0.153
O -1.869 1.953 0.720 0.024 -0.011 0.004 0.199
C -0.596 3.136 2.339 -0.076 0.146 -0.075 -0.558
F 0.533 2.492 2.022 0.001 -0.041 -0.007 0.160
F -0.606 4.304 1.693 0.009 0.002 -0.009 0.184
F -0.580 3.384 3.645 -0.062 -0.034 0.017 0.177
C -3.089 2.183 2.752 -0.059 0.107 -0.033 -0.560
F -3.781 1.104 2.399 0.029 0.038 -0.015 0.180
F -3.846 3.267 2.526 0.016 -0.009 0.066 0.179
F -2.832 2.114 4.054 0.037 -0.043 -0.054 0.173
H 0.759 -4.317 5.955 0.008 -0.001 -0.011 0.083
H -0.749 -4.695 5.117 -0.014 0.005 0.005 0.095
H -0.725 -3.448 6.353 0.008 -0.004 0.009 0.086
H 2.147 -3.168 4.842 0.004 0.005 0.002 0.108
H 3.244 -1.908 3.225 -0.005 -0.015 0.000 0.109
H 4.219 -0.122 2.695 0.008 0.011 0.010 0.102
H 6.070 1.457 2.430 -0.004 -0.009 0.005 0.123
H 7.014 3.421 1.377 -0.003 -0.001 0.003 0.081
H 6.022 4.363 0.260 0.000 -0.001 -0.002 0.088
H 7.013 3.041 -0.343 0.000 -0.003 -0.001 0.092
H 4.139 3.153 -0.955 0.008 -0.009 0.009 0.130
H -1.573 -3.223 3.385 0.002 0.000 -0.019 0.153
C -0.746 0.150 5.447 -0.021 -0.047 -0.021 -0.049
C -1.908 -0.728 5.600 -0.007 0.028 0.039 -0.064
C -2.105 -1.836 4.891 0.005 -0.021 -0.034 -0.055
C -1.050 -1.314 2.718 0.034 -0.060 -0.035 -0.229
N -0.673 0.087 3.011 0.076 -0.113 0.042 0.119
C -0.164 0.446 4.289 -0.024 0.061 -0.011 -0.087
C -2.005 -1.377 1.570 0.008 -0.033 0.007 -0.160
C -3.339 -1.729 1.573 0.005 -0.002 0.015 0.000
C -4.050 -1.666 0.376 -0.008 0.007 -0.026 -0.034
C -3.448 -1.234 -0.799 -0.009 -0.021 0.029 -0.044
C -2.101 -0.881 -0.802 0.045 -0.016 0.021 -0.076
C -1.379 -0.991 0.384 -0.090 0.210 -0.004 -0.176
H -0.336 0.609 6.338 -0.010 0.005 0.008 0.117
H -2.624 -0.467 6.372 0.009 0.002 0.007 0.115
H -2.981 -2.443 5.085 0.000 -0.004 0.005 0.118
H 0.693 1.105 4.246 0.006 0.007 -0.030 0.128
H -3.836 -2.023 2.490 -0.004 -0.008 -0.004 0.124
H -5.098 -1.937 0.364 -0.003 0.000 0.002 0.117
H -4.028 -1.163 -1.709 0.000 0.002 -0.003 0.116
H -1.646 -0.518 -1.721 -0.005 0.016 0.008 0.121
C 0.552 -2.866 -1.865 -0.016 -0.053 -0.038 -0.138
N 1.002 -2.545 -0.453 0.021 0.153 0.082 -0.119
C 2.496 -2.847 -0.370 0.028 -0.016 -0.026 -0.142
N 2.790 -4.199 -0.757 -0.003 0.007 -0.012 -0.074
C 2.321 -4.425 -2.126 0.001 -0.002 -0.001 -0.137
N 0.874 -4.223 -2.228 0.003 0.008 0.013 -0.074
C 0.205 -5.141 -1.304 0.001 0.002 -0.004 -0.139
N 0.646 -4.916 0.075 -0.005 0.013 -0.003 -0.070
C 0.323 -3.568 0.457 -0.027 -0.046 0.001 -0.126
C 2.094 -5.117 0.145 0.002 0.004 0.004 -0.140
H 1.041 -2.172 -2.546 -0.002 -0.004 0.007 0.127
H -0.529 -2.723 -1.905 0.001 0.009 0.011 0.122
H 2.800 -2.682 0.662 -0.010 0.007 0.005 0.119
H 3.021 -2.152 -1.020 -0.006 0.007 0.002 0.122
H 2.559 -5.447 -2.422 -0.002 -0.005 0.002 0.136
H 2.831 -3.737 -2.801 0.002 0.004 0.001 0.137
H 0.437 -6.166 -1.590 0.002 -0.002 0.000 0.136
H -0.875 -4.994 -1.367 -0.002 0.001 0.002 0.137
H 0.655 -3.376 1.480 0.009 0.001 -0.006 0.129
H -0.752 -3.414 0.380 0.002 0.013 -0.006 0.129
H 2.328 -6.144 -0.133 -0.004 -0.001 -0.006 0.136
H 2.433 -4.943 1.168 -0.002 -0.002 0.003 0.135
```
Forces are in eV/Å.

Values from the calculation:
DFT total energy in eV: -110212.8370
Charge: +1
Molar mass in g/mol: 871.6
Orbital gap (spin up / spin down) in eV: 6.29 / 6.29
Highest occupied orbital energy (spin up / spin down) in eV: -10.65 / -10.65